DFT (ωB97M-V/def2-TZVPD) results for C5H13N3 in the gas phase.

The geometry in ORCA input format:
```
! wB97M-V def2-TZVPD RIJCOSX def2/J DEFGRID3
* xyz 0 1
C 1.98156 0.17764 -0.84867
C 1.20587 -0.12854 0.40107
N 1.91337 0.08595 1.58282
C -0.07613 -0.51785 0.38084
C -0.84646 -0.78833 1.64578
C -0.82183 -0.62672 -0.92295
N -1.06992 0.69462 -1.49571
N -1.90552 1.45965 -0.64223
H 2.87034 0.75436 -0.60476
H 1.36531 0.75137 -1.53350
H 2.28983 -0.74290 -1.34650
H 1.50105 -0.32676 2.40505
H 2.90561 -0.08446 1.51379
H -1.80149 -1.25506 1.41952
H -0.29816 -1.45785 2.31226
H -1.04487 0.13945 2.18217
H -1.76399 -1.17519 -0.75841
H -0.23429 -1.17763 -1.66398
H -1.47106 0.58456 -2.43320
H -2.89145 1.19459 -0.70735
H -1.80777 2.43910 -0.88605
*
```

Properties
Frontier orbital gap: 8.49 eV

=====

DFT (ωB97M-V/def2-TZVPD) results for a molecular structure, C5H13N3.

The geometry in ORCA input format:
```
! wB97M-V def2-TZVPD RIJCOSX def2/J DEFGRID3
* xyz 0 1
C 1.87949 -0.03034 -0.83466
C 0.51327 0.22395 -1.06120
C -0.45374 -0.32856 -0.12504
C -1.76829 0.31353 -0.25673
C -0.17528 -1.06495 1.10295
H 2.73693 -0.51278 -2.78494
H 1.40549 -1.58765 -1.96582
H 2.30945 -0.25403 0.12655
H 2.36877 1.06263 -0.76656
H 0.15168 0.46417 -2.14441
H -2.53544 0.36097 -1.38481
H -2.55923 -0.14555 0.53597
H -0.65838 1.91072 1.29046
H -1.42944 2.32239 -0.68613
H -0.78034 -1.90277 1.03682
H 0.86230 -1.29732 1.36950
H -0.21563 0.62542 2.40092
H -1.47065 -0.58814 2.95713
N 2.30745 -1.01186 -1.68838
N -1.92892 1.73073 0.46385
N -0.55950 -0.29059 2.41450
*
```

Properties
Frontier orbital gap: 8.81 eV

=====

DFT (ωB97M-V/def2-TZVPD) results for C5H13N3O in the gas phase.

The geometry in ORCA input format:
```
! wB97M-V def2-TZVPD RIJCOSX def2/J DEFGRID3
* xyz 0 1
C -2.05085 -1.30712 0.18214
C -1.21464 -0.01368 0.11750
N -0.34657 0.12766 1.44188
O -1.88320 1.06861 -0.07883
H -0.86082 0.74615 2.06225
H -0.12347 -0.74133 1.92292
H -2.52466 -1.48843 -0.78531
H -1.49173 -2.19873 0.48850
H -2.84116 -1.13232 0.91268
C 0.94159 2.12980 -0.01258
C 1.06109 0.64657 -0.08671
N 2.22714 0.07187 0.16087
N 0.57019 -1.49176 -1.15386
C 0.05904 -0.14054 -0.88902
H 2.26610 -0.93093 0.00081
H 2.91615 0.52166 0.74149
H -0.17035 -2.17527 -1.07870
H 0.94931 -1.56362 -2.09089
H -0.21834 0.39841 -1.79647
H -0.11571 2.39224 0.05111
H 1.50265 2.53530 0.83124
H 1.34823 2.54548 -0.94100
*
```

Properties
Frontier orbital gap: 8.07 eV

=====

DFT (ωB97M-V/def2-TZVPD) results for a molecular structure, C5H13N3O.

The geometry in ORCA input format:
```
! wB97M-V def2-TZVPD RIJCOSX def2/J DEFGRID3
* xyz 0 1
C 0.89978 0.64578 -0.06333
C -2.17453 -0.35978 -0.71420
C -1.64447 0.34232 1.51933
C 0.89935 1.41178 -1.36050
N -1.26106 0.35789 0.13410
N 2.75185 0.04667 0.02428
C 0.47990 -0.66433 0.02595
O 3.06376 -0.69324 1.18934
N 0.57351 -1.87493 0.05641
H 2.68294 -1.58492 1.09927
H 2.92808 -0.57763 -0.77193
H 0.95958 1.19128 0.87023
H -0.27835 -2.43219 0.13732
H -1.83970 -0.30328 -1.75298
H -3.18373 0.06966 -0.64855
H -0.87632 0.81333 2.13642
H -2.57559 0.90683 1.67459
H -1.82631 -0.68491 1.89385
H -2.28678 -1.42971 -0.44352
H 1.83731 1.96019 -1.43513
H 0.80517 0.74836 -2.21871
H 0.06561 2.11083 -1.35225
*
```

Properties
Frontier orbital gap: 8.23 eV

=====

DFT (ωB97M-V/def2-TZVPD) results for 2 unconnected molecules or ions with the total composition C5H13N3O.

The geometry in ORCA input format:
```
! wB97M-V def2-TZVPD RIJCOSX def2/J DEFGRID3
* xyz 0 1
C -1.06062 1.73263 0.13627
N -0.51384 0.41117 0.52116
N -0.78036 0.20754 1.94028
C -0.94303 -0.63688 -0.43918
C -1.11251 -1.91888 -0.02113
H -1.66672 -0.28376 2.02507
H -0.06604 -0.44462 2.25954
H -1.56710 -0.25064 -1.22947
H -0.70542 2.48341 0.83219
H -0.77030 1.98451 -0.88126
H -2.14626 1.65642 0.12880
H -0.62536 -2.33291 0.84976
H -1.50227 -2.65405 -0.70657
C 1.00820 0.28685 -1.76277
C 1.29188 0.45408 0.37560
N 1.72472 -0.81139 0.68612
O 1.89069 1.45264 0.68487
H 2.71840 -0.89510 0.83812
H 1.32260 -1.56092 0.13693
H 1.88307 -0.32743 -1.97970
H 1.27723 1.34631 -1.78853
H 0.34301 0.10102 -2.60609
*
```

Properties
Frontier orbital gap: 7.95 eV

=====

DFT (ωB97M-V/def2-TZVPD) results for a gas-phase ion, C5H13N3O3P (charge -1).

The geometry in ORCA input format:
```
! wB97M-V def2-TZVPD RIJCOSX def2/J DEFGRID3
* xyz -1 1
C 0.32841 -2.12271 -0.81901
C -0.57906 -1.02637 -1.35828
C 0.20415 -0.50440 -2.60779
C -0.72355 0.04649 -0.31419
N 0.90548 0.60127 0.11277
C 0.84899 1.68621 0.80827
N 2.08230 2.37392 1.24364
N -0.24488 2.36778 1.30235
P -1.57193 -0.48863 1.25922
O -2.61691 -1.48722 0.93015
O -2.08970 0.76538 1.93596
O -0.43649 -1.26078 2.19232
H 1.10205 -1.77099 -0.23630
H 0.71475 -2.60690 -1.63069
H -0.07116 -2.83957 -0.16267
H -1.49045 -1.38330 -1.61900
H 1.10214 -0.25580 -2.21467
H 0.39768 -1.22599 -3.34972
H -0.43197 0.23384 -3.16575
H -1.31041 0.79573 -0.67380
H 2.02186 3.19619 1.81693
H 2.78958 1.72191 1.47989
H -0.04744 2.85931 2.16204
H -1.12950 1.86152 1.35228
H 0.24607 -1.53689 1.55606
*
```

Properties
Frontier orbital gap: 8.40 eV

=====

Results for E_LUMO: 1.07, 0.51, 0.73, 0.75, 0.69, 3.62 (in eV, following the order of the records).
Results for max |F|: 0.633, 7.965, 0.498, 5.877, 2.864, 5.168 (in eV/Å, following the order of the records).
Results for energy above the lowest of the compared OMol25 structures with the same formula, charge and spin: 1.515, 10.107, 2.458, 7.511, 6.014, 1.307 (in eV, following the order of the records).